Below is C23H41Br15N4O2 as an isolated structure at a distorted geometry, with properties calculated with ωB97M-V with the def2-TZVPD basis set.

XYZ file:
```
85
Properties=species:S:1:pos:R:3:forces:R:3
O 5.737369 -2.306937 -0.009703 3.0 -0.1 2.0
C 4.737800 -2.380122 -0.595858 -2.8 0.7 -1.7
O 4.177795 -3.585038 -0.862823 -0.4 0.2 -0.5
C 3.981578 -1.128614 -1.099295 0.7 -0.3 0.6
C 4.931052 0.091088 -1.031844 -0.5 0.3 -0.3
C 4.298866 1.409107 -1.607219 -0.2 -0.1 -0.5
C 2.883453 1.194193 -2.153349 2.3 0.7 0.7
N 2.816519 0.778239 -3.420614 -1.0 -0.1 -0.1
N 1.603663 0.542618 -3.881373 1.0 0.1 0.6
C 0.617691 0.751747 -3.015796 -2.6 -0.7 -0.8
C -0.795470 0.414088 -3.533646 0.8 0.2 0.9
C -1.815978 0.291856 -2.391134 -0.6 -0.8 -0.4
C -1.490938 -0.840248 -1.378924 -0.3 0.5 0.0
Br -1.884961 -0.149314 0.431111 0.5 -0.3 -0.6
N 0.675921 1.202002 -1.772059 1.1 0.1 0.2
N 1.889913 1.440897 -1.305292 -0.5 -0.1 -0.8
H 3.488599 -3.447204 -1.532366 0.0 -0.2 0.3
H 3.153958 -0.943239 -0.393240 -0.1 -0.3 -0.5
H 3.628135 -1.349892 -2.117233 -0.1 0.3 0.3
H 5.834142 -0.148669 -1.605380 -0.1 0.1 0.3
H 5.203823 0.285086 0.011499 0.1 -0.3 -0.3
H 4.260553 2.234662 -0.882646 0.0 -0.5 0.0
H 4.959640 1.748817 -2.417954 -0.5 0.0 0.1
H -1.091432 1.247081 -4.183159 0.0 -0.5 -0.2
H -0.691001 -0.528029 -4.090015 -0.3 0.4 -0.1
H -2.778839 0.018172 -2.859139 0.3 0.2 0.1
H -2.008410 1.237905 -1.873441 0.4 -0.2 -0.2
H -0.455989 -1.196315 -1.446156 -0.2 0.3 0.4
H -2.147459 -1.709092 -1.487936 0.1 0.3 0.0
Br -5.304653 -0.685354 2.026177 -0.4 -0.2 -0.1
C -5.125666 -2.484510 2.747513 0.0 0.3 0.1
C -3.697997 -2.966571 2.693877 0.0 -0.3 -0.1
Br -3.189448 -3.502030 0.890923 0.0 -0.1 0.1
H -5.809203 -3.118673 2.190581 0.1 0.0 0.0
H -5.464482 -2.409173 3.779892 0.1 -0.1 0.0
H -3.577711 -3.863764 3.299497 -0.1 0.0 0.0
H -2.980227 -2.216147 3.015067 -0.1 0.1 -0.1
Br -1.241446 -4.319952 -2.118485 0.0 -0.1 -0.1
C -1.086492 -6.116425 -1.383652 0.0 0.2 0.2
C 0.336956 -6.605890 -1.419445 0.0 -0.3 -0.1
Br 0.861361 -7.145477 -3.215063 0.0 0.1 0.0
H -1.769972 -6.746806 -1.944773 0.1 0.0 0.0
H -1.435554 -6.032496 -0.354885 0.0 0.0 0.0
H 0.447194 -7.500353 -0.808869 0.0 0.0 0.0
H 1.052369 -5.856764 -1.092840 -0.1 0.0 0.0
Br 4.387171 4.147276 1.155731 0.1 0.0 0.0
C 2.458900 4.312643 0.973785 0.1 0.3 0.0
C 1.739388 3.753237 2.170196 -0.2 -0.2 -0.1
Br 1.730265 1.812639 2.133758 0.0 -0.1 0.2
H 2.189406 3.816621 0.044966 -0.1 -0.1 0.1
H 2.270297 5.381253 0.880569 0.0 0.0 0.0
H 0.691511 4.049671 2.151608 0.0 0.0 0.0
H 2.180026 4.049364 3.117880 0.1 0.1 -0.1
Br -0.406309 2.304180 -7.332617 -0.1 0.0 0.1
C -1.125819 3.943806 -6.569305 0.1 -0.1 -0.3
C -0.123777 4.614995 -5.668462 -0.1 0.1 0.2
Br 0.008081 3.699856 -3.955217 0.1 0.4 0.0
H -2.046753 3.677706 -6.058406 0.1 0.0 0.0
H -1.357380 4.579263 -7.422532 0.0 0.0 0.1
H -0.443777 5.627855 -5.429204 0.0 0.0 0.0
H 0.877107 4.644147 -6.089262 -0.1 -0.1 0.0
Br 8.099525 -6.092977 1.237993 -0.1 0.0 0.1
C 7.443564 -4.431483 2.016613 0.1 0.0 -0.3
C 8.470122 -3.806552 2.922079 -0.1 0.1 0.2
Br 8.572723 -4.729625 4.635516 0.1 0.0 0.0
H 6.512398 -4.665909 2.523681 0.1 0.0 0.0
H 7.236431 -3.782304 1.168297 0.0 0.0 0.1
H 8.187979 -2.783972 3.166785 0.0 0.0 -0.1
H 9.470582 -3.813595 2.499550 -0.1 0.0 0.0
Br -4.537681 3.454885 4.628681 0.0 0.0 0.0
C -4.365591 1.654942 5.351756 -0.1 0.2 0.2
C -2.936508 1.179485 5.307696 0.0 -0.2 -0.2
Br -2.415897 0.655533 3.506766 0.3 0.3 0.4
H -5.045543 1.021229 4.788004 0.1 0.0 -0.1
H -4.711155 1.728334 6.381955 0.1 0.0 0.0
H -2.815420 0.281971 5.912421 -0.1 0.0 0.0
H -2.226369 1.932826 5.636492 -0.1 0.0 0.0
Br -6.471798 3.176412 1.048576 -0.1 0.0 -0.1
C -7.512090 4.639568 1.797873 0.3 -0.1 0.0
C -8.356203 4.177799 2.955918 -0.3 0.1 0.0
Br -9.922292 3.192425 2.349237 0.1 0.0 0.0
H -8.094696 5.062690 0.984802 -0.1 0.0 0.1
H -6.776105 5.369857 2.131349 -0.1 0.0 0.1
H -8.751376 5.031662 3.503955 0.0 0.0 0.0
H -7.817975 3.527849 3.639971 0.1 0.0 -0.1
```
Forces are in eV/Å.

As for the spin multiplicity: 1. For the max |F|, the calculation gives 0.070 hartree/bohr. The highest occupied orbital energy comes out at -9.37 eV. For the orbital gap, the calculation gives 0.311 hartree.

Here are the Löwdin charges for atoms 1 to 4, given in e:
1. O 0.145
2. C -0.540
3. O 0.110
4. C -0.101

Below is a 3-piece molecular cluster, C23H41Br2F3IN4O6P overall at a distorted geometry, with properties calculated with ωB97M-V with the def2-TZVPD basis set.

XYZ file:
```
81
Properties=species:S:1:pos:R:3:forces:R:3
C -1.496691 -2.095274 0.120292 0.1 -1.1 -1.1
C -0.712921 -2.992863 1.200566 -0.3 0.1 -1.5
P -0.120798 -2.083733 2.751670 -0.9 -0.4 1.4
C -1.156361 -0.503536 2.874631 -0.1 1.3 -0.5
C -0.838702 0.401630 4.166295 0.1 0.9 -0.5
C 1.769734 -1.630333 2.593370 -1.1 -0.8 -1.1
C 2.445712 -3.079421 2.425094 0.0 -1.2 -1.0
C 1.689063 -4.269343 3.206872 -0.4 0.7 4.2
O 1.479809 -4.332019 4.418801 1.1 0.2 -4.6
Br 1.064514 -5.865594 2.142690 0.5 0.7 0.1
O 2.006748 -0.970731 3.849704 2.2 -1.1 -1.1
C 3.336793 -0.929880 4.308015 0.9 2.9 1.0
O 4.363735 -0.789475 3.321145 -1.3 -1.2 0.1
Br 3.906058 -2.429872 5.516038 -0.2 -0.1 -0.4
C 3.437755 0.415411 5.260124 0.1 -1.1 0.7
N 4.795559 1.000459 5.223812 -1.1 0.0 0.1
C 1.889401 -0.662448 1.301026 -1.4 -0.1 -0.3
I 2.275847 1.465629 1.831430 -0.1 -0.5 -0.2
N 2.640548 -1.157782 0.148844 1.3 0.4 2.2
C 4.086850 -1.268560 0.238649 1.7 -2.7 -1.3
O 4.845034 -0.016141 0.200530 2.2 -1.1 0.3
C 6.222397 -0.247133 0.160254 0.4 2.4 0.3
F 6.679775 -0.873273 -1.011250 -1.0 0.8 2.9
F 6.722749 -0.897646 1.329078 -1.1 0.8 -2.9
F 6.836182 1.038605 0.175555 -1.3 -3.0 -0.1
O 2.370935 -0.351515 -0.937133 -0.6 0.1 -1.7
C 1.546111 -1.039215 -1.912377 -0.1 -0.7 -0.6
C 1.997899 -2.540070 -2.229981 -1.5 -0.6 -1.3
C 0.918532 -3.099134 -3.316532 0.7 0.7 -0.2
O 3.289902 -2.601781 -2.920549 -1.0 -0.3 0.8
H -1.173074 -2.482841 -0.919711 -0.6 0.7 1.5
H -1.249545 -0.986659 0.138607 -0.6 -1.4 0.2
H -2.625740 -2.310900 0.169000 1.7 0.8 0.1
H 0.137355 -3.536104 0.642845 -1.1 0.9 1.1
H -1.425464 -3.824284 1.548610 1.2 1.3 -0.3
H -1.038260 0.187659 1.961575 -0.3 -1.1 1.3
H -2.270505 -0.775548 2.909924 1.7 -0.1 -0.2
H -0.273319 1.330907 3.784919 -0.7 -1.5 0.7
H -0.192622 -0.102949 4.954183 -1.1 0.5 -1.0
H -1.822301 0.809366 4.602532 1.5 -0.9 -0.5
H 3.536728 -3.141333 2.743229 -1.5 0.2 -0.1
H 2.430426 -3.414961 1.321254 -0.1 0.9 1.7
H 5.192688 -1.186367 3.669740 -0.9 0.4 -0.2
H 3.233396 0.035008 6.328786 0.1 0.9 -1.6
H 2.631579 1.149852 4.940164 1.2 -0.9 0.3
H 4.962486 1.531573 4.362071 0.0 -0.7 0.5
H 5.526030 0.297624 5.394829 -0.5 0.6 -0.2
H 0.811392 -0.553545 0.899481 1.9 -0.1 0.6
H 4.490030 -1.927658 1.093532 -1.3 1.4 -0.9
H 4.425903 -1.838673 -0.711203 -0.8 0.9 1.3
H 0.453050 -0.985982 -1.561823 1.5 -0.5 -0.4
H 1.596593 -0.459552 -2.898282 0.2 -0.6 1.5
H 1.983191 -3.230775 -1.311201 0.1 1.2 -1.2
H 1.317447 -2.800981 -4.356448 -0.6 -0.4 1.6
H -0.081440 -2.571381 -3.192513 1.1 -1.1 -0.1
H 0.856215 -4.235011 -3.305208 -0.2 1.5 0.2
H 3.282304 -3.450717 -3.418415 0.1 0.9 0.6
C -5.644023 1.320473 -1.741062 0.0 0.1 0.1
C -4.327245 1.654380 -2.432187 -0.5 -0.4 0.2
C -3.135760 0.886006 -1.859980 0.1 0.2 -0.3
C -2.851467 1.254082 -0.469775 0.1 -0.1 0.2
N -2.631900 1.539450 0.623591 -0.1 0.0 -0.4
H -5.627704 1.608611 -0.686418 0.0 -0.1 0.0
H -6.466578 1.858547 -2.219059 0.0 -0.1 0.0
H -5.858855 0.250330 -1.802050 0.0 0.1 0.0
H -4.148661 2.728889 -2.365732 0.2 -0.2 0.1
H -4.420533 1.412122 -3.491362 0.2 0.0 0.2
H -2.252265 1.098180 -2.470304 0.0 0.0 0.2
H -3.316728 -0.190855 -1.929181 0.0 0.1 0.2
C -5.428258 6.410378 -5.638852 0.0 0.0 -0.1
C -5.887871 5.736395 -4.351887 -0.2 0.3 -0.3
C -4.771243 4.967946 -3.643156 -0.3 0.1 0.2
C -4.294066 3.827097 -4.430963 0.2 0.2 -0.4
N -3.915564 2.944435 -5.063646 -0.1 0.5 -0.1
H -5.102465 5.676795 -6.380599 0.0 0.0 0.1
H -6.248856 6.983002 -6.077128 0.1 0.0 0.0
H -4.599977 7.097681 -5.447597 0.0 0.0 0.0
H -6.724634 5.066942 -4.574146 0.1 0.0 0.1
H -6.267110 6.505792 -3.672133 0.1 -0.2 0.1
H -5.147755 4.602617 -2.682696 0.1 -0.1 -0.1
H -3.937192 5.639974 -3.420819 0.0 -0.1 -0.1
```
Forces are in eV/Å.

As for the spin multiplicity: 1. For the max |F|, the calculation gives 0.093 hartree/bohr. The highest occupied orbital energy comes out at -8.06 eV. The SMILES is CCP(CC)[C@](CC(=O)Br)(O[C@](O)(Br)CN)[C@@H](I)N(COC(F)(F)F)OC[C@@H](C)O.CCCC#N.CCCC#N. For the orbital gap, the calculation gives 0.303 hartree.

Here are the Löwdin charges for atoms 1 to 4, given in e:
1. C -0.174
2. C -0.401
3. P 1.059
4. C -0.417

Below is C23H41Cl3N3O3PrSi as an isolated structure at a distorted geometry, with properties calculated with ωB97M-V with the def2-TZVPD basis set.

XYZ file:
```
75
Properties=species:S:1:pos:R:3:forces:R:3
C -1.518047 -2.109083 -2.610542 -0.2 0.2 -0.1
C -1.126146 -3.161392 -1.613616 0.7 -0.7 0.4
H -1.245579 -2.398219 -3.629983 0.0 0.2 0.2
H -1.037807 -1.143416 -2.382158 -0.1 -0.3 0.0
H -2.604284 -1.920774 -2.612094 0.3 -0.1 0.1
C -0.621548 -4.365182 -1.917520 -0.3 0.5 0.1
C -0.405994 -4.907823 -3.285424 0.1 -0.3 -0.3
H -0.303488 -5.019167 -1.106335 -0.2 0.1 0.0
H -0.623459 -4.187203 -4.072737 0.0 -0.1 0.0
H -1.012903 -5.800043 -3.476401 0.0 0.1 0.1
H 0.636955 -5.223691 -3.388944 0.0 0.0 -0.1
Pr -0.154401 0.295545 0.743435 -0.3 -2.0 -0.7
Cl -2.734972 0.159292 1.437503 0.1 0.3 0.1
Cl -0.279056 1.585784 -1.611093 0.1 0.0 0.2
H 0.688608 4.854079 4.245594 0.1 0.0 -0.1
H -1.498191 5.735986 2.939052 0.1 0.0 -0.2
C 1.057454 4.554855 3.259311 -0.2 0.1 -0.1
C -1.004145 5.366899 2.032885 0.1 -0.1 0.0
N -0.069384 4.297220 2.367214 -0.1 0.1 0.0
H 1.625271 3.629252 3.339327 0.0 0.2 0.0
C -0.249932 3.074517 1.908795 0.9 -1.3 0.2
O 0.518568 2.106608 2.206377 -1.1 1.4 -0.3
H -1.756443 4.955211 1.355290 0.1 0.2 0.1
H -1.112033 2.907091 1.226004 0.2 0.3 0.3
H 1.683582 5.348311 2.841420 -0.1 -0.1 0.1
H -0.478703 6.188895 1.533864 -0.1 -0.1 0.1
H 1.528021 -1.642576 -2.399231 0.1 0.2 0.2
H 2.395425 -3.703416 -1.241975 0.1 0.2 0.1
C 2.355338 -1.047060 -1.988721 -0.2 -0.1 -0.2
C 3.263763 -3.097750 -0.947120 0.2 0.1 0.0
N 2.881538 -1.703692 -0.797629 0.0 0.2 0.5
H 2.000363 -0.036799 -1.769810 0.1 -0.3 0.0
C 2.806399 -1.164248 0.418662 -0.6 0.1 -0.5
O 2.228235 -0.085756 0.677801 0.9 -0.5 0.0
H 3.651307 -3.450717 0.011616 0.0 -0.1 -0.2
H 3.286114 -1.765461 1.215449 -0.2 0.2 -0.3
H 3.146717 -1.006755 -2.746200 0.0 0.1 0.1
H 4.040664 -3.183622 -1.714003 -0.1 -0.1 0.1
O -0.062539 -1.844558 0.022250 1.0 1.8 0.3
C -1.119547 -2.699993 -0.157433 -0.7 -0.2 0.3
C 0.110403 -4.184443 1.544190 -0.3 0.0 -0.1
C -1.083933 -3.797863 0.925161 -0.3 0.3 -0.2
H 1.027510 -3.647724 1.286407 -0.3 -0.3 0.0
C 0.103662 -5.192054 2.510815 -0.1 0.1 -0.1
H -2.059463 -2.133967 -0.014368 -0.1 -0.3 0.1
C -2.293680 -4.350500 1.355131 0.2 -0.2 -0.1
H 1.050344 -5.483244 2.978024 -0.4 0.0 -0.1
C -1.100569 -5.805181 2.872637 -0.1 0.2 -0.2
C -2.308207 -5.370626 2.305489 0.4 0.1 0.0
H -3.218978 -3.953079 0.931272 0.2 -0.3 0.1
H -1.102834 -6.599559 3.613841 0.0 0.1 -0.1
H -3.252022 -5.822625 2.606318 0.2 0.1 0.0
Si -0.394576 4.893538 -4.766099 -0.1 0.0 0.1
Cl -0.636415 3.426508 -6.220908 0.0 0.0 -0.2
C 1.432015 4.904168 -4.360125 0.0 0.0 0.0
C -1.483445 4.360655 -3.351435 0.1 0.0 0.0
C -0.956362 6.529546 -5.493174 0.0 0.0 -0.1
H 1.744059 3.911284 -4.012695 -0.1 0.2 0.0
H 1.653686 5.633182 -3.571030 0.0 -0.1 -0.1
H 2.022744 5.164448 -5.248098 -0.1 -0.1 0.2
H -0.355775 6.798497 -6.371241 -0.1 0.0 0.2
H -0.860028 7.336162 -4.754631 0.0 -0.1 -0.1
H -2.007846 6.477034 -5.802833 0.2 0.0 0.1
H -1.169453 3.371751 -2.988897 -0.1 0.3 -0.1
H -2.531512 4.295706 -3.671614 0.2 0.1 0.1
H -1.414099 5.058148 -2.507653 0.0 0.0 -0.1
C -0.591172 -0.617573 6.568000 -0.3 -0.1 -0.1
C 0.601991 -0.215130 5.696722 0.1 0.0 0.5
C 0.434403 -0.580642 4.297184 -0.2 -0.3 -2.1
N 0.300147 -0.804836 3.164833 0.3 0.4 2.1
H -1.511058 -0.147102 6.216725 0.1 -0.1 0.0
H -0.453858 -0.327251 7.609306 0.2 0.1 -0.1
H -0.736084 -1.698751 6.547238 0.0 0.1 -0.1
H 0.749712 0.871569 5.717611 0.1 -0.2 0.0
H 1.514999 -0.691169 6.075041 -0.1 0.2 -0.2
```
Forces are in eV/Å.

As for the spin multiplicity: 3. For the max |F|, the calculation gives 0.041 hartree/bohr. As for the energy relative to the best compared isomer or geometry (same formula, charge and spin): 0.000 eV. The highest occupied orbital energy (spin up / spin down) comes out at -7.97 / -7.98 eV. The expectation value of S² is 2.002. For the orbital gap (spin up / spin down), the calculation gives 0.294 / 0.294 hartree.

Here are the Löwdin charges for atoms 1 to 4, given in e:
1. C -0.035
2. C -0.220
3. H 0.064
4. H 0.047